The following is a DFT calculation (ωB97M-V/def2-TZVPD) of an isolated molecule of C14H18N4O3.

Electronic energy (a.u.): -989.09619
HOMO energy (eV): -8.88
E_LUMO (eV): 0.49
Energy above the lowest of the compared OMol25 structures with the same formula, charge and spin (kcal/mol): 2.63
F_max (eV/A): 0.55

The geometry in XYZ format:
```
39
Properties=species:S:1:pos:R:3:forces:R:3
O -6.25408 0.11216 -1.05263 -0.27 0.22 0.00
C -5.23479 -0.23688 -0.49325 0.00 0.15 0.06
N -4.56014 -1.34186 -0.87664 0.10 -0.47 -0.26
H -4.94577 -1.83168 -1.67291 -0.08 0.19 0.07
C -3.29223 -1.81271 -0.36046 0.30 0.10 0.23
C -2.96366 -1.11643 0.96610 0.12 -0.38 -0.15
N -3.24202 0.30542 0.93596 0.15 0.24 0.03
C -4.65993 0.50774 0.70797 -0.09 0.11 0.08
H -4.88058 1.57065 0.59376 -0.05 -0.10 -0.05
H -5.20081 0.15616 1.59376 -0.04 0.04 -0.08
C -2.42334 1.07899 0.02692 -0.21 -0.19 0.16
C -0.94378 1.07010 0.38601 -0.12 0.10 -0.17
O -0.45592 0.42650 1.28957 -0.07 -0.14 0.28
N -0.21418 1.87246 -0.44146 0.13 0.26 -0.30
C 1.18762 2.11850 -0.45586 -0.49 -0.11 0.19
O 1.63865 2.81344 -1.33672 0.21 0.24 -0.38
N 1.86808 1.56176 0.55002 0.10 -0.20 0.46
H 1.36930 0.93954 1.17774 -0.06 0.11 -0.17
C 3.31498 1.62483 0.62268 0.06 0.07 -0.16
C 3.92965 0.31954 0.18435 0.06 0.06 0.09
C 4.45595 -0.57182 1.10826 -0.01 0.11 -0.05
C 4.98572 -1.78104 0.69093 0.04 -0.12 0.02
C 4.98579 -2.11144 -0.65305 0.05 -0.09 0.03
C 4.45572 -1.22888 -1.58003 -0.03 0.02 -0.08
C 3.93017 -0.01943 -1.16348 0.02 0.00 0.01
H 3.51747 0.67393 -1.88175 -0.05 0.09 -0.10
H 4.45540 -1.48318 -2.62979 0.00 -0.02 -0.09
H 5.39902 -3.05475 -0.97843 0.04 -0.07 -0.02
H 5.39768 -2.46665 1.41678 0.03 -0.06 0.05
H 4.45638 -0.31712 2.15858 0.00 0.04 0.12
H 3.60214 1.86060 1.65086 0.03 0.02 -0.12
H 3.63068 2.43535 -0.03945 0.01 -0.07 0.19
H -0.69115 2.36847 -1.18362 0.10 -0.09 0.10
H -2.51714 0.76500 -1.02933 0.04 0.08 0.03
H -2.76237 2.11856 0.08757 0.04 -0.06 -0.11
H -1.91623 -1.27045 1.22126 -0.14 -0.09 0.01
H -3.57778 -1.54010 1.76429 0.02 -0.04 -0.01
H -3.34468 -2.89492 -0.20698 0.08 0.10 0.00
H -2.49978 -1.62036 -1.09754 -0.04 -0.07 0.10
```
Positions in Å, forces in eV/Å.



The following is a DFT calculation (ωB97M-V/def2-TZVPD) of an isolated molecule of C5H3N4P.

Electronic energy (a.u.): -752.56223
HOMO energy (eV): -9.88
E_LUMO (eV): -1.49
Energy above the lowest of the compared OMol25 structures with the same formula, charge and spin (kcal/mol): 18.83
F_max (eV/A): 4.77

The geometry in XYZ format:
```
13
Properties=species:S:1:pos:R:3:forces:R:3
C -2.87443 -0.49409 0.00813 1.09 0.86 -0.16
C 0.05884 -1.64987 -0.14423 -0.32 1.31 0.30
C -1.59577 0.07900 0.02829 0.54 3.25 -0.56
C -0.29708 -0.28391 -0.05074 -1.90 1.28 0.63
C 2.03722 0.26086 0.05671 0.60 2.25 2.51
N -3.98092 -0.79239 -0.03396 -0.65 -0.46 0.06
N 0.42062 -2.72308 -0.15297 0.56 -2.03 -0.16
N -1.51665 2.20704 -0.07857 -1.64 -4.47 0.31
N 0.66602 0.69336 0.05025 -1.22 1.35 -0.64
P 0.00782 2.32665 -0.05458 2.27 -0.43 0.22
H 2.78986 1.01371 -0.21539 -0.63 -0.25 -0.47
H 2.29501 -0.04797 1.06635 0.16 -0.01 0.29
H 1.98947 -0.58932 -0.47929 1.15 -2.66 -2.33
```
Positions in Å, forces in eV/Å.



The following is a DFT calculation (ωB97M-V/def2-TZVPD) of a structure of composition C11H27AlBrFLiN4NaO13S3.

Electronic energy (a.u.): -5912.58556
HOMO energy (eV): -6.89
E_LUMO (eV): -5.44
F_max (eV/A): 4.36

The geometry in XYZ format:
```
63
Properties=species:S:1:pos:R:3:forces:R:3
C -1.14205 -4.08227 -0.64239 0.26 0.14 0.50
S -2.86134 -4.15850 -0.11140 -1.19 -0.65 -2.29
O -3.67622 -3.27872 -0.90598 0.54 1.16 0.26
O -3.31399 -5.53533 -0.34380 0.53 0.15 0.94
S -3.15558 -3.67416 2.00376 -2.11 -0.84 3.72
O -3.82879 -4.83354 2.48405 0.76 -0.97 -0.89
O -4.02038 -2.53514 2.09026 1.07 1.12 -1.37
N -1.75394 -3.56716 2.76653 -0.14 0.71 -0.84
S -1.03997 -2.17491 2.58869 0.53 0.88 -1.89
O -0.69197 -1.81233 1.23795 -1.83 -2.35 -0.69
O -1.74479 -1.01073 3.14111 0.02 0.97 1.68
O 0.28156 -2.36078 3.42452 -0.83 -0.53 0.24
H -0.50979 -4.26559 0.22980 0.00 0.18 -0.10
H -0.97917 -3.09913 -1.07861 0.07 0.04 0.32
H -0.91297 -4.83354 -1.40416 -0.43 -0.02 0.01
H 0.55240 -3.29262 3.31142 0.01 -0.14 0.33
Na -2.05190 -6.99477 -0.99328 0.33 -0.84 0.59
Al -1.44210 1.15209 3.24625 0.45 -0.69 -0.17
N -1.18166 -6.67613 3.45351 0.07 0.18 0.15
O -1.30072 -7.03263 2.24746 0.00 0.01 -0.74
O -2.04585 -6.97860 4.27240 0.00 -0.10 -0.02
O -0.17568 -6.01807 3.79646 0.16 0.15 -0.14
C 4.36843 0.85905 1.42297 0.73 -0.25 0.06
C 3.30344 1.95577 1.37134 0.15 -0.43 0.07
C 2.15483 1.75187 2.34823 2.01 -1.12 -0.75
C 1.48739 0.50678 2.02956 -0.33 1.00 0.38
N 0.95543 -0.48409 1.77550 2.04 1.41 0.17
H 3.95510 -0.11522 1.14862 -0.05 0.04 -0.03
H 5.19439 1.07125 0.70128 -0.72 -0.47 1.11
H 4.79969 0.78327 2.42444 -0.08 0.05 0.03
H 2.90845 2.01006 0.35680 -0.03 0.08 0.02
H 3.77664 2.91166 1.58437 0.09 -0.05 -0.06
H 1.41092 2.60753 2.26859 -0.45 0.82 0.32
H 2.51294 1.72516 3.37565 -0.20 0.15 0.12
F 0.19372 3.19133 2.99604 -0.69 -0.08 -0.04
Br 5.34527 2.07525 -1.15312 -0.19 0.52 -1.64
C -2.58175 0.35846 -2.53656 -0.01 -0.05 0.17
O -1.16492 0.29387 -2.70112 -0.12 0.16 -0.12
C -0.70564 0.80673 -3.92873 0.36 -0.31 0.22
C 0.13439 2.05549 -3.69276 -0.20 -0.03 -0.07
N -0.66684 3.16584 -3.25194 0.50 0.07 0.13
C 0.11319 4.32597 -2.79597 -0.28 0.10 -0.01
C 0.95392 4.17477 -1.53090 0.11 0.18 -0.14
O 0.18479 3.99774 -0.36005 0.15 -0.06 0.04
C -0.15773 2.65746 -0.04269 -0.29 -0.06 0.06
H -2.83000 -0.15025 -1.60761 0.10 -0.06 -0.02
H -2.92319 1.39515 -2.46730 -0.06 0.00 -0.10
H -3.09315 -0.14579 -3.35954 -0.01 0.03 0.00
H -1.52064 1.00832 -4.62671 0.01 0.11 0.01
H -0.06631 0.02856 -4.37877 -0.06 0.00 -0.13
H 0.64156 2.33661 -4.63747 -0.10 0.10 -0.06
H 0.90606 1.79750 -2.93137 0.07 -0.15 0.19
H -1.26263 2.85811 -2.49261 -0.05 -0.06 -0.06
H -0.60282 5.12981 -2.61912 0.03 0.03 -0.02
H 0.75820 4.65520 -3.61726 0.02 -0.03 0.00
H 1.49165 5.11614 -1.39280 0.04 -0.02 -0.06
H 1.72635 3.39749 -1.61714 -0.06 -0.07 0.09
H 0.60747 1.94609 -0.36636 0.00 0.02 -0.09
H -1.12691 2.39004 -0.47501 0.05 -0.13 -0.11
H -0.25609 2.59000 1.04049 0.04 0.16 -0.13
Li 2.37082 1.17433 -4.03938 0.21 0.16 0.44
O 2.19067 4.26316 1.79406 -0.75 -0.33 0.35
H 1.50782 4.58605 1.16982 -0.23 -0.03 0.07
```
Positions in Å, forces in eV/Å.



The following is a DFT calculation (ωB97M-V/def2-TZVPD) of a cluster of 2 separate species, C3H11N3 in total.

Electronic energy (a.u.): -285.12567
HOMO energy (eV): -8.90
E_LUMO (eV): 0.93
Energy above the lowest of the compared OMol25 structures with the same formula, charge and spin (kcal/mol): 32.73
F_max (eV/A): 1.91

The geometry in XYZ format:
```
17
Properties=species:S:1:pos:R:3:forces:R:3
C -0.09842 -1.12330 0.51873 -0.78 -1.32 0.25
N -1.55495 -1.41286 0.51129 0.81 -0.37 -0.40
C -2.13166 -1.18141 -0.81092 -0.71 -0.38 0.20
H 0.27181 -0.91871 -0.47138 0.33 0.11 -0.41
H 0.46762 -1.94411 0.97475 -0.13 -0.23 -0.40
H 0.10928 -0.34481 1.17960 0.27 1.75 0.70
H -1.59635 -2.41321 0.65756 -0.44 0.00 0.17
H -1.66814 -1.79388 -1.59351 0.11 0.15 -0.13
H -3.19531 -1.44537 -0.78004 0.14 -0.02 -0.01
H -2.10327 -0.13569 -1.09461 0.27 0.23 0.04
N 1.02151 2.69966 0.12661 0.68 -0.99 0.04
C 1.80138 1.59488 -0.02149 0.74 -0.81 -1.24
N 2.40398 0.96275 0.88799 -0.61 0.44 1.58
H 0.75959 2.94594 1.06352 -0.11 0.53 -0.14
H 0.80399 3.18386 -0.72010 -0.43 0.45 0.34
H 1.91814 1.25844 -1.06295 -0.37 0.32 -0.07
H 2.79082 0.06782 0.63495 0.23 0.14 -0.53
```
Positions in Å, forces in eV/Å.



The following is a DFT calculation (ωB97M-V/def2-TZVPD) of a cluster of 2 separate species, C3H11N2S2 in total.

Electronic energy (a.u.): -1026.47206
Charge: +1
HOMO energy (eV): -12.73
E_LUMO (eV): -3.65
Energy above the lowest of the compared OMol25 structures with the same formula, charge and spin (kcal/mol): 61.49
F_max (eV/A): 3.64

The geometry in XYZ format:
```
18
Properties=species:S:1:pos:R:3:forces:R:3
C -1.77162 -1.30571 0.15333 -0.16 -0.28 0.00
C -1.33375 -0.25068 -0.77560 3.32 1.06 1.05
C 0.74358 0.40877 -0.08918 -2.90 -1.95 -0.70
N 1.21197 1.41846 -0.89597 0.18 0.63 -0.23
N 0.45349 0.96116 1.29889 0.01 0.15 0.10
S 3.60482 -0.59220 0.02265 0.17 -0.04 0.28
S 1.64406 -1.16718 0.15887 -0.25 0.41 -0.16
H -1.97760 -0.93634 1.15364 -0.06 0.00 0.14
H -2.70662 -1.71976 -0.23734 -0.07 -0.04 0.08
H -1.05909 -2.12708 0.18866 -0.02 -0.08 0.05
H -1.80167 0.71796 -0.72089 -0.19 0.19 -0.11
H -1.03481 -0.56627 -1.75994 0.02 0.01 -0.27
H 0.99229 1.31988 -1.87757 -0.04 -0.03 0.09
H 2.19664 1.64945 -0.77504 -0.01 -0.13 -0.08
H 0.10545 0.19659 1.89216 0.11 0.33 -0.08
H 1.31099 1.34408 1.72709 -0.25 -0.12 -0.02
H -0.24127 1.71677 1.23781 0.20 -0.18 0.02
H 3.85536 -1.09100 -1.19391 -0.07 0.08 -0.18
```
Positions in Å, forces in eV/Å.



The following is a DFT calculation (ωB97M-V/def2-TZVPD) of a structure of composition C6H6ClNO3S2.

Electronic energy (a.u.): -1769.09801
HOMO energy (spin up / spin down) (eV): -9.00 / -9.01
E_LUMO (spin up / spin down) (eV): -1.53 / -1.53
Energy above the lowest of the compared OMol25 structures with the same formula, charge and spin (kcal/mol): 34.94
F_max (eV/A): 3.04

The geometry in XYZ format:
```
19
Properties=species:S:1:pos:R:3:forces:R:3
C 0.31744 0.65510 -0.32726 -0.66 0.16 0.16
C 0.85172 -0.54236 0.06803 -0.44 -0.26 0.13
C -1.58371 -0.29544 0.30989 -1.28 0.34 0.48
C -4.50118 1.50920 1.36658 1.73 -1.60 -1.92
C 2.27114 -1.03710 -0.06059 -1.36 -0.58 0.84
C 4.32493 -0.45314 -0.95835 1.44 -0.81 1.07
N -1.06585 0.77178 -0.14883 0.84 -0.24 -0.24
O 2.66068 -2.10776 0.37236 -0.19 1.30 -0.60
O -4.42644 -1.11267 0.76895 -0.73 -1.45 0.24
O 2.97541 -0.12190 -0.71422 -0.17 0.25 0.18
S -0.43527 -1.59554 0.73132 -0.13 1.49 -0.93
S -3.86920 0.14905 0.46573 1.86 1.37 1.52
Cl -3.97837 0.54978 -1.54137 -0.16 0.29 0.75
H 0.78105 1.55796 -0.75235 0.23 -0.91 0.26
H -4.30371 1.47124 2.45917 -0.12 -0.36 -0.84
H -3.98516 2.29569 0.81790 -0.31 0.67 0.30
H 4.61844 0.12946 -1.86544 0.03 -0.91 0.87
H 4.37410 -1.56640 -0.95065 0.23 0.74 -1.06
H 4.97398 -0.25694 -0.04087 -0.80 0.51 -1.20
```
Positions in Å, forces in eV/Å.